1.
Density functional theory data (wB97M-V/def2-TZVPD) for a 3-piece molecular cluster, C13H27B3INO9S overall in a non-equilibrium geometry.

Structure (XYZ):
```
55
Properties=species:S:1:pos:R:3:forces:R:3:mulliken_charge:R:1
C 2.2016 3.9995 -1.5236 0.0 0.0 0.0 -0.70
C 3.1698 2.8099 -1.4415 0.1 0.0 0.0 -0.15
I 5.2132 3.4988 -1.5743 0.1 0.0 0.0 0.04
C 2.9252 1.7312 -2.5005 0.1 -0.2 -0.1 -0.81
B 1.4292 1.2715 -2.4209 -0.3 -0.8 0.0 0.05
O 0.9606 0.6954 -1.2416 0.1 0.8 0.3 -0.22
B -0.3550 0.9174 -0.8826 0.1 -0.9 -0.4 0.50
S -0.8487 0.9775 0.8963 0.0 0.0 0.1 -0.37
O -1.2601 1.1237 -1.9001 -0.1 1.0 0.3 -0.12
B -0.7796 1.8073 -3.0063 0.0 -0.7 -0.1 0.17
C -1.6087 2.9719 -3.6632 -0.1 -0.1 -0.2 -0.61
C -2.2542 3.8509 -2.6219 0.1 0.1 0.1 -0.02
N -3.3820 3.7244 -2.0670 0.1 -0.1 -0.1 -0.64
O 0.5014 1.4924 -3.4265 0.2 0.9 0.1 -0.16
H 2.6721 4.9057 -1.9030 0.0 -0.1 0.0 0.44
H 1.7837 4.2403 -0.5442 0.0 0.0 0.0 0.23
H 1.3737 3.7707 -2.2040 0.0 0.0 0.1 0.05
H 3.1556 2.3640 -0.4491 -0.1 0.0 -0.1 0.26
H 3.5679 0.8711 -2.2840 0.0 0.1 0.0 0.39
H 3.1918 2.0834 -3.5000 -0.1 0.1 0.1 0.26
H -0.8464 2.3210 0.9175 -0.1 0.0 -0.1 0.09
H -2.3803 2.5472 -4.3182 0.0 0.0 0.1 0.44
H -0.9348 3.5640 -4.2870 -0.1 0.0 0.0 0.24
H -1.6403 4.6989 -2.2958 -0.1 -0.1 0.0 0.39
H -3.8802 2.9030 -2.4192 0.0 0.0 0.0 0.25
C 2.7486 -1.3289 1.4568 0.0 0.0 0.0 -0.85
C 2.0227 -0.9480 2.7282 -0.1 -0.1 -0.2 -0.24
O 1.4132 -2.0948 3.3504 0.0 -0.3 0.2 -0.25
C 2.1993 -2.9179 4.0355 0.2 0.1 0.0 0.71
O 3.3766 -2.7734 4.2437 0.0 0.0 0.0 -0.57
O 1.4538 -3.9368 4.4705 0.0 0.0 0.0 -0.30
C 2.1772 -4.9230 5.2168 0.0 0.0 0.0 -0.67
H 2.0828 -1.8754 0.7872 0.0 0.0 0.0 0.24
H 3.0781 -0.4239 0.9440 0.0 0.0 0.0 0.11
H 3.6201 -1.9452 1.6731 0.0 0.0 0.0 0.45
H 1.1498 -0.3419 2.4991 0.2 0.3 0.0 0.09
H 2.6818 -0.4390 3.4299 -0.1 -0.1 0.1 0.47
H 2.7274 -4.4572 6.0316 0.0 0.0 0.0 0.30
H 2.8745 -5.4516 4.5688 0.0 0.0 0.0 0.30
H 1.4226 -5.6029 5.5994 0.0 0.0 0.0 0.21
C -4.7245 -1.7165 -1.8352 0.0 0.0 0.1 -1.28
C -4.2465 -0.5762 -0.9649 0.0 0.1 -0.1 0.56
O -3.8962 -1.0234 0.3588 0.1 -0.2 0.0 -0.40
C -2.7054 -1.6085 0.4656 -0.1 0.4 0.2 0.68
O -1.9088 -1.7599 -0.4304 0.1 -0.1 -0.1 -0.56
O -2.5137 -1.9430 1.7366 -0.1 -0.2 -0.2 -0.38
C -1.2748 -2.6186 1.9976 0.0 0.1 0.1 -0.20
H -5.5532 -2.2390 -1.3566 0.0 0.0 0.0 0.32
H -5.0697 -1.3261 -2.7936 0.0 0.0 0.0 0.41
H -3.9180 -2.4241 -2.0200 0.0 0.0 0.0 0.32
H -5.0365 0.1524 -0.7941 0.0 0.0 0.0 0.39
H -3.3881 -0.0687 -1.4052 0.0 0.0 0.0 -0.31
H -0.4487 -2.0750 1.5466 0.0 0.0 0.0 -0.06
H -1.2991 -3.6350 1.6071 0.0 0.0 0.0 0.30
H -1.1705 -2.6273 3.0764 0.0 0.0 0.0 0.22
```
Forces are in eV/Å.

SMILES string	[H]/N=C\CB1OB(S)OB(C[C@H](C)I)O1.CCOC(=O)OC.CCOC(=O)OC
total charge	0
frontier orbital gap	9.809	eV
E_HOMO	-9.5	eV

2.
Density functional theory data (wB97M-V/def2-TZVPD) for C23H62CdN3O6P2S4SbSi4Te as an isolated structure.

Structure (XYZ):
```
107
Properties=species:S:1:pos:R:3:forces:R:3:mulliken_charge:R:1
Cd 1.0397 0.3139 0.1526 -0.1 -0.1 -0.8 2.33
N 0.9396 2.4956 1.1085 -0.1 0.0 0.1 -0.18
N 1.3675 3.5329 0.2483 0.2 0.0 0.1 -0.56
C 1.5924 3.1680 -1.1097 -0.1 -0.1 -0.1 -0.06
N 1.8276 4.3544 -1.8501 0.1 0.0 0.0 -0.38
S 2.3983 1.6691 -1.5118 0.0 0.2 0.1 -0.52
H -0.0467 2.5521 1.3474 0.0 0.1 -0.1 0.28
H 1.5027 2.5069 1.9491 0.0 -0.1 0.0 0.20
H 0.7622 4.3429 0.2913 -0.1 0.0 0.0 0.24
H 2.6813 4.8240 -1.5344 0.0 0.0 0.0 0.19
H 1.9541 4.1174 -2.8255 0.0 0.0 0.0 0.19
S -3.5501 -3.2458 -0.8777 -0.1 0.0 0.0 -0.74
Sb -2.1860 -1.6416 -1.7727 -0.1 0.0 -0.2 0.17
S -3.1209 0.4055 -0.6554 -0.1 0.0 0.1 -0.65
S -0.1040 -1.8319 -0.4879 0.4 0.0 -0.1 -0.65
C -1.4921 -4.6311 1.8050 0.0 0.0 0.0 -0.85
C -1.9436 -3.5826 2.8012 0.0 0.0 0.0 0.87
C -3.4418 -3.6076 3.0136 0.0 0.0 0.0 -1.49
O -1.6558 -2.2480 2.2981 0.0 -0.1 -0.2 0.25
P -0.3241 -1.4751 2.5439 0.1 0.1 0.7 -0.69
O -0.3429 -0.0679 2.0839 0.0 0.0 0.1 -0.70
C 1.1576 -2.5177 2.3074 -0.1 0.1 0.0 -0.79
P 2.6940 -1.5790 2.3851 0.1 0.1 -0.1 0.71
O 2.6112 -0.1968 1.8602 0.0 -0.2 0.1 -1.05
O 3.1713 -1.5773 3.8881 0.0 0.0 0.1 -0.30
C 3.4649 -2.8014 4.6054 0.0 0.0 0.0 0.78
C 2.5709 -2.8486 5.8262 0.0 0.0 0.0 -1.14
C 4.9425 -2.7937 4.9351 0.0 0.0 0.0 -1.57
O 3.7779 -2.4742 1.6620 0.0 -0.1 0.0 -0.33
C 4.2560 -2.1809 0.3063 0.0 0.0 0.0 0.90
C 3.4753 -3.0004 -0.6962 0.0 0.0 0.0 -1.06
C 5.7356 -2.4957 0.3117 0.0 0.0 0.0 -1.59
O -0.1718 -1.4771 4.1590 -0.1 0.0 0.1 0.24
C -0.9608 -0.5315 4.9120 0.0 0.0 0.0 0.57
C -0.0718 0.6323 5.3020 0.0 0.0 0.0 -1.21
C -1.5314 -1.2709 6.1047 0.0 0.0 0.0 -1.44
H -1.7331 -5.6208 2.2002 0.0 0.0 0.0 0.44
H -0.4197 -4.5874 1.6195 0.0 0.0 0.0 0.09
H -2.0089 -4.4744 0.8563 0.0 0.0 0.0 -0.07
H -1.4209 -3.6943 3.7591 0.0 0.0 0.0 0.09
H -3.9308 -3.3926 2.0616 0.0 0.0 0.0 0.20
H -3.7422 -2.8586 3.7485 0.0 0.0 0.0 0.35
H -3.7494 -4.5938 3.3662 0.0 0.0 0.0 0.42
H 1.1226 -3.0322 1.3502 -0.1 0.1 -0.1 0.65
H 1.1444 -3.2564 3.1125 0.0 0.0 0.0 0.67
H 3.2531 -3.6548 3.9535 0.0 0.0 0.0 0.32
H 2.8283 -2.0330 6.5046 0.0 0.0 0.0 0.31
H 2.7033 -3.7962 6.3510 0.0 0.0 0.0 0.42
H 1.5260 -2.7389 5.5377 0.0 0.0 0.0 0.07
H 5.1809 -1.9131 5.5333 0.0 0.0 0.0 0.33
H 5.5340 -2.7680 4.0205 0.0 0.0 0.0 0.32
H 5.2065 -3.6873 5.5026 0.0 0.0 0.0 0.39
H 4.1035 -1.1142 0.1296 0.0 0.0 0.0 0.14
H 3.6121 -4.0665 -0.4995 0.0 0.0 0.0 0.30
H 3.8402 -2.7809 -1.7009 0.0 0.0 0.0 0.44
H 2.4094 -2.7649 -0.6811 0.0 0.0 0.0 0.05
H 5.8921 -3.5525 0.5372 0.0 0.0 0.0 0.32
H 6.2567 -1.8932 1.0555 0.0 0.0 0.0 0.39
H 6.1598 -2.2814 -0.6695 0.0 0.0 0.0 0.42
H -1.7777 -0.1698 4.2814 0.0 0.0 0.0 0.42
H 0.7901 0.2649 5.8639 0.0 0.0 0.0 0.23
H -0.6218 1.3431 5.9216 0.0 0.0 0.0 0.48
H 0.2880 1.1402 4.4085 0.0 0.0 0.0 0.05
H -0.7252 -1.6230 6.7523 0.0 0.0 0.0 0.27
H -2.1169 -2.1317 5.7785 0.0 0.0 0.0 0.29
H -2.1784 -0.6085 6.6819 0.0 0.0 0.0 0.43
C -4.0437 6.4911 -3.0999 0.0 0.1 -0.1 -1.13
Si -2.5902 5.4820 -2.4573 0.0 0.0 0.1 0.53
C -2.6228 5.5370 -0.5812 0.0 0.0 0.1 -0.88
C -1.0086 6.2942 -3.0532 0.0 0.0 0.0 -0.77
Si -2.6864 3.2603 -3.1854 -0.2 0.0 0.0 0.32
Te -1.4220 1.8127 -1.5760 0.1 0.1 0.2 -0.62
Si -4.9050 2.5460 -3.3603 -0.1 0.0 -0.1 0.49
C -5.6187 3.5067 -4.8206 0.0 0.0 0.0 -1.12
C -5.1181 0.7323 -3.7555 0.0 -0.1 0.0 -0.87
C -5.8789 2.9931 -1.8253 0.0 0.0 0.1 -0.98
Si -1.5673 2.9633 -5.2090 0.0 0.0 0.0 0.23
C -1.9329 1.2605 -5.8934 0.0 -0.1 0.0 -1.08
C 0.2749 3.1294 -4.9146 0.1 0.0 0.0 -0.76
C -2.0764 4.2569 -6.4807 0.0 0.0 0.0 -1.00
H -3.9593 7.5249 -2.7518 0.0 0.0 0.0 0.38
H -5.0012 6.0965 -2.7542 0.0 0.0 0.0 0.25
H -4.0574 6.5095 -4.1925 0.0 0.0 0.0 0.30
H -2.2350 6.4880 -0.2063 0.0 0.0 0.0 0.33
H -2.0194 4.7245 -0.1711 0.0 0.0 0.0 0.09
H -3.6419 5.4103 -0.2077 0.0 0.0 0.0 0.28
H -0.9728 7.3419 -2.7404 0.0 0.0 0.0 0.39
H -0.9342 6.2644 -4.1426 0.0 0.0 0.0 0.24
H -0.1429 5.7763 -2.6290 0.0 0.0 0.0 0.07
H -5.1934 3.1401 -5.7584 0.0 0.0 0.0 0.24
H -5.4207 4.5786 -4.7514 0.0 0.0 0.0 0.25
H -6.7020 3.3631 -4.8742 0.0 0.0 0.0 0.39
H -4.3952 0.3952 -4.5002 0.0 0.0 0.0 0.23
H -6.1215 0.5638 -4.1591 0.0 0.0 0.0 0.37
H -4.9952 0.1204 -2.8628 0.0 0.0 0.0 0.24
H -5.8797 4.0716 -1.6490 0.0 0.0 0.0 0.24
H -5.4492 2.4959 -0.9540 0.0 0.0 0.0 0.24
H -6.9166 2.6646 -1.9317 0.0 0.0 0.0 0.38
H -1.7641 0.4978 -5.1286 0.0 0.0 0.0 0.26
H -1.2814 1.0407 -6.7437 0.0 0.0 0.0 0.39
H -2.9685 1.1828 -6.2317 0.0 0.0 0.0 0.24
H 0.6028 2.4861 -4.0926 0.0 0.0 0.0 0.10
H 0.5202 4.1661 -4.6681 0.0 0.0 0.0 0.21
H 0.8385 2.8476 -5.8084 0.0 0.0 0.0 0.45
H -3.1549 4.2491 -6.6508 0.0 0.0 0.0 0.27
H -1.5812 4.0705 -7.4378 0.0 0.0 0.0 0.37
H -1.7939 5.2586 -6.1483 0.0 0.0 0.0 0.24
```
Forces are in eV/Å.

2S+1	2
total charge	-1
frontier orbital gap (alpha / beta)	5.092 / 6.025	eV
E_HOMO (alpha / beta)	-2.9 / -3.9	eV
relative energy (zero: lowest compared OMol25 entry of this formula, charge and spin)	31.0	kJ/mol

3.
Density functional theory data (wB97M-V/def2-TZVPD) for a 2-piece molecular cluster, C2H12N4 overall in a non-equilibrium geometry.

Structure (XYZ):
```
18
Properties=species:S:1:pos:R:3:forces:R:3:mulliken_charge:R:1
N -1.7453 0.4062 -0.9730 -0.6 -0.5 0.9 -0.53
C -2.1005 -0.3571 0.2489 -2.0 0.8 -1.5 -0.28
N -2.0008 0.4645 1.4657 -0.4 -1.4 1.7 -0.64
H -0.7461 0.2912 -1.1401 -0.6 0.4 -0.8 0.25
H -2.4081 0.1889 -1.7418 1.3 0.2 0.7 0.22
H -1.5290 -1.2904 0.2467 -0.1 -0.2 0.5 0.30
H -3.2377 -0.5927 0.0817 2.1 0.1 0.8 0.31
H -1.0949 0.8687 1.7055 0.0 -0.2 -0.8 0.21
H -2.1915 -0.1627 2.3033 0.1 1.0 -1.4 0.25
N 2.7108 -0.1656 0.6147 -1.3 1.0 0.6 -0.62
C 1.5615 -0.3179 -0.2624 -0.7 0.0 -0.9 -0.33
N 1.3675 0.8551 -1.1559 -0.5 -0.9 -0.2 -0.63
H 2.3224 0.3956 1.4089 1.3 -1.1 -0.5 0.25
H 3.1534 -1.0472 0.8747 -0.5 0.5 0.3 0.25
H 0.5925 -0.6289 0.1999 0.5 1.1 0.6 0.16
H 1.6293 -1.1702 -0.8744 1.0 -1.2 -1.1 0.38
H 1.6918 0.7311 -2.1147 -0.3 -0.9 0.2 0.21
H 2.0247 1.5312 -0.8877 0.8 1.4 1.1 0.24
```
Forces are in eV/Å.

SMILES string	NCN.NCN
total charge	0
frontier orbital gap	9.538	eV
E_HOMO	-8.7	eV
relative energy (zero: lowest compared OMol25 entry of this formula, charge and spin)	104.6	kJ/mol

4.
Density functional theory data (wB97M-V/def2-TZVPD) for one molecule with the formula HNOP2 in a non-equilibrium geometry.

Structure (XYZ):
```
5
Properties=species:S:1:pos:R:3:forces:R:3:mulliken_charge:R:1
N -0.8272 -0.2630 0.1103 -0.4 -0.4 0.1 -0.39
O -2.7995 -1.4085 0.7593 1.1 1.5 0.6 -0.41
P -1.2669 -1.6548 1.2327 0.2 0.0 -0.5 0.29
P -1.8538 0.2979 1.3678 -1.2 -0.9 -0.3 0.25
H 0.0698 0.1955 0.0199 0.4 -0.1 0.1 0.26
```
Forces are in eV/Å.

SMILES string	N1P2#P1O2
total charge	0
frontier orbital gap	8.399	eV
E_HOMO	-8.7	eV
relative energy (zero: lowest compared OMol25 entry of this formula, charge and spin)	29.5	kJ/mol

Number 1: total energy -2014.23246 Eh. Number 2: total energy -5639.17279 Eh. Number 3: total energy -302.36184 Eh. Number 4: total energy -813.25653 Eh.